1.
{
  "formula": "C2H3Sc",
  "method": "ωB97M-V with the def2-TZVPD basis set",
  "elements": ["C", "H", "C", "H", "H", "Sc"],
  "xyz": [[0.1473, 0.9234, 0.0734], [-0.2763, 1.4045, -0.7979], [0.4755, 0.4304, 1.1335], [0.8877, 0.0404, 2.0542], [-0.7131, -1.0695, -2.1469], [-0.5211, -1.7292, -0.3164]],
  "charge": 2,
  "e_tot_ha": -837.81403,
  "de_lowest_kcal_mol": 11.8,
  "homo_energy_ev": [-21.46, -21.46],
  "gap_ha": [0.31896, 0.31900]
}

---

2.
{
  "formula": "C6H11NO",
  "method": "ωB97M-V with the def2-TZVPD basis set",
  "elements": ["C", "C", "N", "C", "O", "C", "C", "C", "H", "H", "H", "H", "H", "H", "H", "H", "H", "H", "H"],
  "xyz": [[2.6699, -0.7095, 0.0797], [1.5206, -1.2369, 0.4243], [0.0342, -0.7254, -0.1027], [-0.9161, -1.7229, -0.3090], [-2.0605, -1.3853, -0.6110], [-0.2043, 0.7090, -0.1660], [-0.7880, 1.2683, 1.1652], [-1.1486, 1.0035, -1.2912], [3.6758, -0.9472, 0.5271], [2.6389, 0.3218, -0.3541], [1.3084, -2.1213, 1.0267], [-0.4398, -2.8113, -0.1918], [0.7888, 1.1057, -0.1953], [-0.2413, 0.8844, 1.9747], [-0.7466, 2.3559, 1.1438], [-1.8287, 0.8915, 1.3346], [-2.0150, 0.4176, -0.9181], [-0.9392, 0.5444, -2.2465], [-1.3083, 2.1575, -1.2904]],
  "e_tot_ha": -365.12900,
  "de_lowest_kcal_mol": 64.3,
  "homo_energy_ev": -9.18,
  "smiles": "C=CN(C=O)C(C)C",
  "gap_ha": 0.37038
}

---

3.
{
  "formula": "C4H5NO",
  "method": "ωB97M-V with the def2-TZVPD basis set",
  "elements": ["N", "C", "C", "C", "O", "C", "H", "H", "H", "H", "H"],
  "xyz": [[1.7059, 0.8380, 2.1724], [0.8052, 0.5700, 1.4941], [-0.3412, 0.2016, 0.6541], [-0.1447, 0.5673, -0.8155], [0.1599, -0.7724, -1.3114], [-0.5401, -1.2989, 0.3012], [-1.2430, 0.6410, 1.0932], [0.7026, 1.2171, -1.0375], [-1.0514, 0.9529, -1.2849], [0.3470, -1.8529, 0.6486], [-0.5529, -1.0792, -1.8886]],
  "e_tot_ha": -285.24121,
  "de_lowest_kcal_mol": 108.8,
  "homo_energy_ev": -8.66,
  "gap_ha": 0.32740
}

---

4.
{
  "formula": "C3H4FNS2",
  "method": "ωB97M-V with the def2-TZVPD basis set",
  "elements": ["N", "C", "C", "F", "C", "S", "S", "H", "H", "H", "H"],
  "xyz": [[-0.0966, -1.9789, -0.4345], [-0.8691, -1.0005, 0.0649], [-0.6503, 0.3521, 0.2745], [-1.5953, 0.9668, 0.8913], [0.5499, 1.0978, -0.0291], [1.8823, 0.6139, -0.8265], [0.5495, 2.7390, 0.7466], [-0.5155, -2.8221, -0.6290], [0.8766, -1.7300, -0.7603], [-1.7959, -1.2561, 0.6110], [1.6644, 3.0181, 0.0911]],
  "e_tot_ha": -1067.66983,
  "de_lowest_kcal_mol": 6.1,
  "homo_energy_ev": -8.32,
  "smiles": "N/C=C(/F)C(=S)S",
  "gap_ha": 0.29010
}